{
  "formula": "C12H46O17",
  "method": "the ωB97M-V functional and the def2-TZVPD basis",
  "relative_energy_kcal_mol": 64.29,
  "smiles": "OCCO.OCCO.OCCO.OCCO.OCCO.OCCO.O.O.O.O.O",
  "total_charge": 0,
  "species": ["O", "C", "C", "O", "H", "H", "H", "H", "H", "H", "O", "C", "C", "O", "H", "H", "H", "H", "H", "H", "O", "C", "C", "O", "H", "H", "H", "H", "H", "H", "O", "C", "C", "O", "H", "H", "H", "H", "H", "H", "O", "C", "C", "O", "H", "H", "H", "H", "H", "H", "O", "C", "C", "O", "H", "H", "H", "H", "H", "H", "O", "H", "H", "O", "H", "H", "O", "H", "H", "O", "H", "H", "O", "H", "H"],
  "positions_angstrom": [[-0.042307, 0.229307, -2.983400], [1.300693, -0.271693, -2.976400], [1.293693, -1.579693, -3.704400], [2.577693, -2.087693, -3.747400], [-0.193307, 0.820307, -3.725400], [1.972693, 0.525307, -3.293400], [1.688693, -0.504693, -1.981400], [0.886693, -1.426693, -4.645400], [0.578693, -2.231693, -3.192400], [2.703693, -2.398693, -2.846400], [-1.358307, -2.261693, -1.109400], [-2.514307, -1.684693, -0.643400], [-3.133307, -1.073693, -1.914400], [-4.411307, -0.503693, -1.592400], [-1.525307, -2.582693, -1.978400], [-3.176307, -2.395693, -0.123400], [-2.130307, -0.884693, 0.053600], [-3.366307, -1.844693, -2.647400], [-2.472307, -0.338693, -2.288400], [-4.781307, -0.184693, -2.425400], [-1.717307, 5.175307, 0.312600], [-0.832307, 4.917307, 1.370600], [-0.162307, 3.601307, 1.160600], [0.807693, 3.429307, 2.184600], [-2.556307, 4.828307, 0.530600], [-0.132307, 5.708307, 1.225600], [-1.348307, 4.989307, 2.323600], [0.268693, 3.573307, 0.098600], [-0.915307, 2.863307, 1.306600], [0.459693, 3.868307, 2.974600], [-0.720307, 4.520307, -2.142400], [-0.758307, 3.244307, -2.756400], [-1.406307, 3.355307, -4.129400], [-1.675307, 2.027307, -4.610400], [-1.555307, 4.789307, -1.907400], [0.226693, 2.862307, -2.877400], [-1.285307, 2.644307, -2.119400], [-0.868307, 3.919307, -4.829400], [-2.429307, 3.799307, -4.125400], [-2.204307, 2.013307, -5.397400], [4.530693, -3.775693, 4.060600], [4.692693, -2.599693, 3.367600], [3.382693, -2.297693, 2.670600], [3.559693, -1.323693, 1.651600], [4.203693, -3.636693, 4.959600], [5.085693, -1.745693, 3.987600], [5.511693, -2.771693, 2.612600], [2.724693, -1.916693, 3.455600], [3.056693, -3.187693, 2.142600], [2.682693, -1.013693, 1.330600], [0.229693, -3.225693, 2.278600], [-0.941307, -3.844693, 2.095600], [-1.931307, -3.197693, 3.064600], [-3.174307, -3.848693, 3.024600], [0.305693, -2.549693, 1.652600], [-1.156307, -3.804693, 1.065600], [-0.783307, -4.923693, 2.199600], [-2.098307, -2.229693, 2.674600], [-1.459307, -3.205693, 4.029600], [-3.885307, -3.162693, 3.200600], [1.476693, 0.778307, 2.487600], [1.593693, 0.908307, 3.439600], [1.089693, 1.596307, 2.174600], [0.920693, -1.724693, 0.100600], [0.095693, -2.038693, -0.318400], [1.630693, -2.251693, -0.206400], [-0.113307, 0.821307, -0.207400], [-0.266307, 0.706307, -1.150400], [0.303693, -0.011693, 0.091600], [-1.111307, 0.004307, 2.509600], [-0.353307, 0.481307, 2.171600], [-1.788307, 0.708307, 2.555600], [2.546693, 1.559307, -0.333400], [2.685693, 1.957307, 0.515600], [1.658693, 1.319307, -0.183400]],
  "atomic_forces_ev_per_a": [[0.006, -0.274, 1.039], [-0.279, 0.589, 0.386], [-0.227, 0.710, 1.067], [0.588, -0.924, 0.079], [-0.068, 0.044, -0.275], [0.223, -0.354, -0.718], [-0.690, 0.416, 0.421], [-0.373, 0.070, -2.229], [0.049, -0.177, 0.157], [0.726, -0.194, -0.088], [1.889, -1.256, 0.369], [-0.892, 2.013, 0.322], [-2.069, -0.315, 1.715], [0.179, 0.264, -0.166], [0.143, -0.643, -1.059], [0.122, 0.248, -0.176], [-1.017, -0.634, -0.447], [0.636, -0.429, -0.212], [0.843, 0.718, -0.616], [-0.055, 0.021, 0.291], [-0.107, 0.563, -0.638], [-0.009, 0.591, -1.105], [0.349, 0.601, -0.809], [0.503, 0.063, 0.018], [-1.483, -0.585, 0.278], [0.903, 0.588, 0.674], [0.085, 0.027, 0.414], [-0.345, -0.196, 1.798], [-0.615, -1.064, -0.484], [0.256, -0.207, -0.118], [3.927, -0.677, -1.405], [-0.185, 2.547, -1.573], [-2.873, -1.060, 0.310], [1.231, -0.750, 0.728], [-2.952, 0.832, 1.043], [0.994, -0.074, 0.170], [-1.515, -2.194, 1.311], [1.305, 0.756, -0.858], [0.709, 0.373, 0.741], [-0.251, 0.308, -0.527], [0.099, -1.453, 1.457], [1.503, 1.379, -1.382], [0.405, 0.856, -0.550], [-0.376, 0.693, -0.393], [0.057, 0.123, -0.392], [-0.624, -0.629, -0.352], [-0.826, 0.106, 0.503], [-0.608, -0.393, -0.241], [-0.451, -0.492, 0.762], [0.882, -0.132, 0.636], [3.002, -0.234, 2.102], [-1.382, -1.764, 0.677], [-0.062, -1.143, -1.563], [-2.234, 0.590, 0.602], [0.598, 1.789, -1.235], [-1.376, 0.469, -1.482], [-0.357, -0.118, 0.823], [0.372, 1.459, 0.096], [0.071, 0.165, 0.637], [1.362, -1.457, -0.282], [0.371, -0.643, 0.172], [-0.045, -0.093, -0.327], [0.218, 0.893, 0.124], [-0.912, 0.938, 0.627], [0.005, -0.125, -0.398], [1.126, -0.881, -0.396], [0.007, -0.086, 0.787], [0.026, -0.126, -0.556], [-0.235, 0.173, -0.291], [-1.439, 0.601, 0.217], [0.597, -0.278, 0.008], [0.264, -0.708, -0.037], [1.508, 0.406, -0.460], [1.029, 0.513, 0.773], [-2.234, -0.735, -0.497]]
}

***

{
  "formula": "C12H47F3N2O15P",
  "method": "the ωB97M-V functional and the def2-TZVPD basis",
  "relative_energy_kcal_mol": 0.00,
  "total_charge": 1,
  "species": ["C", "C", "C", "C", "C", "N", "C", "C", "C", "C", "F", "C", "F", "F", "C", "O", "C", "P", "N", "O", "O", "H", "H", "H", "H", "H", "H", "H", "H", "H", "H", "H", "H", "H", "H", "H", "H", "H", "H", "H", "H", "H", "H", "H", "O", "H", "H", "O", "H", "H", "O", "H", "H", "O", "H", "H", "O", "H", "H", "O", "H", "H", "O", "H", "H", "O", "H", "H", "O", "H", "H", "O", "H", "H", "O", "H", "H", "O", "H", "H"],
  "positions_angstrom": [[5.112689, 0.748830, 0.514827], [3.909035, -0.087753, 0.963109], [2.522040, 0.540873, 0.689153], [2.592777, 1.943833, 0.070961], [1.507678, -0.281808, -0.153191], [0.154158, -0.075359, 0.502626], [-0.934485, -0.950910, -0.034272], [-2.249806, -0.667766, 0.653649], [-2.732612, 0.776961, 0.509537], [-3.305459, 1.137272, -0.822303], [-2.809449, 2.291751, -1.337113], [-4.153637, 0.473854, -1.563775], [-4.842669, -0.570808, -1.119106], [-4.452826, 0.727791, -2.820782], [-0.438629, -2.364390, 0.169387], [0.655678, -2.586933, -0.698234], [1.780723, -1.786708, -0.389257], [2.911729, -2.018297, -1.846983], [2.270871, -2.658952, -3.071442], [4.236310, -2.776579, -1.344345], [3.503883, -0.549679, -2.120180], [5.172441, 1.654384, 1.112112], [6.017246, 0.168004, 0.712998], [5.113490, 0.986383, -0.547579], [4.016940, -0.186187, 2.045365], [4.016853, -1.094981, 0.566011], [2.055947, 0.691668, 1.672526], [1.582042, 2.344874, -0.068728], [3.114145, 2.638635, 0.726807], [3.056893, 1.930247, -0.912956], [1.392215, 0.212266, -1.120254], [-0.093296, 0.912964, 0.412149], [0.229373, -0.252369, 1.509235], [-1.007699, -0.796737, -1.114426], [-2.991652, -1.348436, 0.237630], [-2.185692, -0.921317, 1.715905], [-1.920341, 1.482608, 0.676035], [-3.445405, 0.995400, 1.306780], [-1.219783, -3.079243, -0.076252], [-0.131172, -2.520003, 1.215170], [2.270136, -2.185956, 0.511412], [1.315271, -2.971396, -2.992351], [4.248301, -3.075046, -0.428872], [4.467461, -0.541886, -2.190733], [4.977054, 3.706364, 1.998383], [5.703030, 4.288339, 1.749379], [5.058433, 3.585412, 2.950125], [-6.663245, -1.640206, -3.713891], [-6.515568, -1.179851, -4.546033], [-6.010725, -1.280300, -3.106593], [1.262867, 0.053139, -4.665868], [1.257760, 0.998631, -4.845377], [2.012640, -0.091575, -4.076605], [7.307740, 2.901017, -0.055166], [8.042130, 2.357637, 0.248974], [7.492230, 3.051217, -0.988249], [4.238157, 0.696027, 4.501904], [3.795095, 0.134354, 5.146815], [5.167167, 0.451562, 4.574081], [-3.615386, -3.730236, 0.961437], [-3.858535, -4.443408, 0.359820], [-4.452280, -3.468975, 1.360681], [-8.545216, -3.605127, -2.577611], [-7.967684, -2.893144, -2.889948], [-8.161225, -3.899223, -1.746119], [-10.376065, -4.047961, -0.238433], [-10.162177, -3.612158, -1.074493], [-9.764915, -3.677987, 0.404482], [-1.247724, 2.054102, 2.754063], [-1.282321, 2.994971, 2.520483], [-0.519863, 1.963380, 3.378671], [-1.483604, -1.458741, 4.318343], [-2.102619, -0.720377, 4.293027], [-1.998354, -2.190090, 4.676590], [1.848774, 4.348255, -1.862003], [1.255511, 4.466561, -2.610968], [2.291877, 5.198251, -1.769995], [-2.065509, 4.149628, 1.079864], [-2.412931, 3.546492, 0.411856], [-2.816266, 4.684933, 1.358101]],
  "atomic_forces_ev_per_a": [[-0.019, -0.515, 0.243], [0.345, 0.181, 0.165], [-0.008, 0.226, -0.148], [-0.336, -0.058, 0.154], [-0.078, 0.046, -0.315], [-0.001, -0.124, -0.111], [-0.220, -0.301, -0.050], [-0.258, 0.118, 0.141], [-0.424, 0.072, 0.062], [0.712, 0.326, 0.329], [0.151, -0.035, -0.154], [-0.713, -0.528, -0.601], [0.257, -0.085, -0.052], [-0.087, 0.195, 0.267], [0.183, -0.034, -0.008], [-0.045, 0.211, -0.001], [0.364, 0.147, 0.593], [-0.100, -0.602, -0.667], [-0.096, 0.371, 0.310], [0.029, 0.214, 0.278], [0.085, -0.015, 0.027], [0.072, 0.134, -0.324], [0.016, 0.041, -0.017], [-0.063, 0.160, 0.058], [-0.121, -0.133, -0.014], [-0.159, 0.012, -0.092], [0.017, -0.211, 0.018], [0.035, 0.054, -0.012], [0.115, -0.009, -0.113], [0.067, 0.019, 0.050], [-0.033, -0.124, -0.049], [0.102, 0.015, 0.100], [-0.021, 0.032, -0.010], [0.112, 0.282, 0.051], [0.060, -0.095, 0.029], [0.139, 0.021, -0.016], [-0.071, -0.015, 0.101], [0.004, 0.006, 0.002], [0.040, -0.027, -0.018], [-0.153, -0.042, 0.010], [-0.127, -0.049, 0.037], [0.023, -0.107, -0.173], [0.028, -0.062, -0.073], [-0.004, 0.056, 0.069], [-0.113, 0.075, 0.167], [0.056, -0.117, -0.074], [-0.009, 0.060, -0.002], [0.078, 0.023, 0.113], [-0.089, -0.060, -0.023], [0.000, 0.036, -0.036], [-0.121, 0.172, 0.199], [0.059, -0.029, -0.049], [0.032, -0.178, -0.103], [0.081, 0.011, -0.071], [-0.002, 0.039, 0.021], [0.008, 0.054, 0.025], [-0.002, -0.103, -0.052], [0.003, 0.062, 0.029], [-0.006, 0.047, -0.002], [-0.080, 0.064, -0.126], [0.060, -0.030, 0.038], [0.034, -0.028, 0.050], [-0.023, 0.151, 0.205], [-0.025, -0.033, -0.159], [0.044, -0.142, -0.092], [0.085, 0.000, 0.005], [-0.007, -0.046, -0.046], [-0.090, 0.066, 0.014], [0.463, -0.307, 0.130], [-0.168, 0.034, -0.188], [-0.083, 0.123, 0.106], [-0.094, 0.110, -0.231], [0.041, 0.022, 0.109], [0.083, -0.031, 0.018], [-0.054, 0.003, -0.078], [0.018, 0.029, 0.013], [0.005, -0.027, 0.037], [0.009, -0.100, 0.119], [-0.030, 0.236, -0.091], [0.016, 0.049, -0.051]]
}

***

| no. | LUMO level (hartree) | energy (hartree) | HOMO (Eh) |
| --- | --- | --- | --- |
| 1 | 0.0003 | -1763.7023 | -0.345 |
| 2 | -0.0885 | -2364.2664 | -0.431 |